ORCA calculation (wB97M-V/def2-TZVPD) on a 2-piece molecular cluster, C4H11NO overall at a distorted geometry.

Geometry (Å):
1 C -0.680 -1.314 1.348
2 C -0.335 -1.298 -0.143
3 C -1.117 -0.623 -0.999
4 C -1.041 -0.824 -2.512
5 N -1.922 0.485 -0.650
6 H -1.616 -1.838 1.526
7 H -0.770 -0.287 1.701
8 H 0.188 -1.690 1.887
9 H 0.450 -1.933 -0.527
10 H -1.637 -0.049 -2.991
11 H 0.011 -0.752 -2.776
12 H -1.465 -1.785 -2.793
13 H -2.168 0.535 0.323
14 H -2.801 0.454 -1.158
15 O 4.678 3.692 2.871
16 H 4.634 3.806 1.915
17 H 5.592 3.420 2.976

The calculation puts the total energy at -7863.24045 eV. Its total charge is 0. The value obtained for the HOMO-LUMO gap is 8.98 eV. The calculation puts the energy above the lowest of the compared OMol25 structures with the same formula, charge and spin at 30.3 kcal/mol. The HOMO energy is -7.94 eV.